[1]
The following is a DFT calculation (ωB97M-V/def2-TZVPD) of a 2-piece molecular cluster, C7H13N3O2 overall.

Last column: Löwdin charge in e.
Cartesian coordinates (Å):
C  3.828  1.088  -0.200  -0.403
C  -2.382  0.776  -0.401  -0.184
C  -1.655  1.130  0.831  -0.218
C  -2.354  -0.835  -0.527  -0.154
C  -0.192  0.898  0.582  -0.187
C  -0.878  -1.172  -0.804  -0.134
C  0.007  -0.563  0.364  -0.328
N  3.687  2.233  0.192  0.206
N  2.041  -1.721  0.067  -0.304
N  1.399  -0.671  -0.105  0.061
O  4.219  0.044  -0.453  0.145
O  1.688  -2.776  0.477  0.050
H  -3.355  1.181  -0.438  0.090
H  -1.763  1.096  -1.258  0.114
H  -1.900  2.070  1.231  0.092
H  -2.017  0.372  1.630  0.146
H  -2.661  -1.196  0.441  0.095
H  -2.955  -1.236  -1.310  0.092
H  0.335  1.232  -0.282  0.105
H  0.387  1.091  1.468  0.113
H  -0.776  -2.257  -0.833  0.110
H  -0.633  -0.680  -1.704  0.095
H  -0.098  -1.274  1.280  0.174
H  2.929  2.807  0.124  0.034
H  3.099  -1.637  -0.372  0.192

Summary:
Orbital gap (alpha / beta): 6.922 / 8.434 eV
Total charge: 0
Spin multiplicity: 3
HOMO (alpha / beta): -6.169 / -10.297 eV
ΔE to the lowest compared entry with this formula, charge and spin: 2.137 eV
LUMO (alpha / beta): 0.75 / -1.86 eV
Electronic energy: -16028.2344 eV

[2]
The following is a DFT calculation (ωB97M-V/def2-TZVPD) of a 2-piece molecular cluster, C7H13N4 overall.

Last column: Löwdin charge in e.
Cartesian coordinates (Å):
C  1.584  1.602  0.155  -0.066
C  1.949  0.654  1.103  -0.064
C  1.131  1.161  -1.095  -0.102
C  1.780  -0.699  0.859  -0.047
C  0.989  -0.188  -1.328  -0.061
C  1.292  -1.125  -0.336  -0.427
C  -2.244  -0.265  0.490  -0.177
N  -1.685  -1.446  0.342  0.180
N  0.939  -2.453  -0.602  0.056
N  -1.924  0.831  -0.047  -0.006
N  -2.586  2.043  0.263  0.063
H  1.758  2.668  0.273  0.114
H  2.379  1.019  1.985  0.096
H  1.136  1.770  -1.894  0.079
H  2.380  -1.497  1.531  0.173
H  0.640  -0.552  -2.234  0.104
H  -3.112  -0.179  1.140  0.165
H  -2.058  -2.311  0.749  0.146
H  -0.660  -1.437  0.025  0.091
H  1.153  -3.097  0.245  0.152
H  -1.073  0.996  -0.693  0.166
H  -2.668  2.774  -0.503  0.145
H  1.253  -2.635  -1.599  0.140
H  -2.351  2.367  1.170  0.082

Summary:
Orbital gap: 9.401 eV
Total charge: +1
Spin multiplicity: 1
HOMO: -12.134 eV
ΔE to the lowest compared entry with this formula, charge and spin: 2.339 eV
LUMO: -2.73 eV
Electronic energy: -13422.3538 eV

[3]
The following is a DFT calculation (ωB97M-V/def2-TZVPD) of a 2-piece molecular cluster, C7H13N4O2 overall.

Last column: Löwdin charge in e.
Cartesian coordinates (Å):
C  2.911  -1.328  -0.253  -0.003
C  2.435  -2.517  0.323  -0.086
C  1.974  -0.325  -0.589  0.032
C  1.109  -2.749  0.463  -0.062
C  0.590  -0.594  -0.443  -0.271
C  -0.347  2.451  0.403  -0.262
C  -0.425  1.608  -0.943  -0.148
N  0.250  -1.743  0.219  0.137
N  0.968  2.624  0.963  -0.016
N  -3.842  -1.350  0.128  -0.032
N  -0.433  0.189  -0.728  0.040
O  -4.656  -0.244  -0.106  0.074
O  -2.790  -1.201  -0.333  -0.006
H  4.022  -1.231  -0.506  0.152
H  3.153  -3.336  0.388  0.122
H  2.173  0.623  -1.142  0.127
H  1.004  -3.805  0.851  0.164
H  -0.842  3.392  0.211  0.107
H  -0.883  1.993  1.180  0.089
H  0.419  1.887  -1.584  0.120
H  -1.367  1.855  -1.406  0.117
H  -0.845  -1.710  0.322  0.189
H  1.286  3.540  0.627  0.081
H  -5.448  -0.551  0.245  0.068
H  1.029  2.520  2.031  0.118
H  -1.445  0.003  -0.323  0.150

Summary:
Orbital gap: 8.135 eV
Total charge: +1
Spin multiplicity: 1
HOMO: -11.962 eV
ΔE to the lowest compared entry with this formula, charge and spin: 3.341 eV
LUMO: -3.83 eV
Electronic energy: -17515.1926 eV

[4]
The following is a DFT calculation (ωB97M-V/def2-TZVPD) of a 2-piece molecular cluster, C7H13N5 overall.

Last column: Löwdin charge in e.
Cartesian coordinates (Å):
C  1.004  2.335  0.129  -0.232
N  2.208  1.985  0.337  0.046
C  2.453  1.169  1.524  -0.198
C  1.214  0.870  2.335  -0.160
N  0.035  1.267  2.052  0.016
N  -0.076  2.022  0.916  -0.012
H  0.753  2.935  -0.733  0.118
H  2.938  0.227  1.215  0.107
H  3.199  1.682  2.159  0.109
H  1.297  0.258  3.239  0.120
H  -1.009  2.334  0.700  0.139
C  -2.172  -1.354  -3.079  -0.068
N  -2.420  -1.544  -1.843  -0.021
N  -1.612  -0.962  -0.928  -0.191
C  -0.172  -0.738  -1.134  -0.154
C  0.033  -1.051  0.360  -0.138
C  -1.389  -1.639  0.347  -0.136
H  -1.323  -0.745  -3.438  0.066
H  -2.845  -1.797  -3.812  0.054
H  0.270  -1.494  -1.799  0.112
H  0.099  0.261  -1.491  0.093
H  0.847  -1.744  0.603  0.115
H  0.141  -0.202  0.948  -0.002
H  -2.074  -1.339  1.146  0.107
H  -1.399  -2.736  0.247  0.112

Summary:
Orbital gap: 9.325 eV
Total charge: 0
Spin multiplicity: 1
Structure (SMILES): C1=NCC=NN1.C=NN1CCC1
HOMO: -8.476 eV
ΔE to the lowest compared entry with this formula, charge and spin: 1.658 eV
LUMO: 0.85 eV
Electronic energy: -14916.2506 eV

[5]
The following is a DFT calculation (ωB97M-V/def2-TZVPD) of an isolated ion of composition C7H13N5O and charge +2.

Last column: Löwdin charge in e.
Cartesian coordinates (Å):
C  -1.674  -1.601  -1.533  0.032
C  -0.612  -0.944  -1.719  -0.192
C  0.747  -1.036  -1.012  -0.069
C  1.053  0.051  0.119  -0.216
N  2.530  0.118  0.121  0.257
C  0.287  -0.203  1.477  -0.282
N  0.845  -0.909  2.414  0.225
N  -0.926  0.252  1.470  0.200
C  -1.507  1.099  0.649  -0.423
N  -2.739  1.428  0.876  0.268
N  -0.761  1.699  -0.276  0.221
C  0.598  1.410  -0.466  -0.326
O  1.391  2.125  -1.052  0.164
H  -2.568  -1.357  -2.075  0.079
H  -1.801  -2.594  -0.919  0.138
H  -0.533  -0.017  -2.335  0.131
H  0.833  -1.940  -0.477  0.114
H  1.518  -1.079  -1.757  0.132
H  3.105  0.392  0.848  0.154
H  2.758  0.863  -0.633  0.205
H  2.908  -0.734  -0.317  0.183
H  1.746  -1.476  2.195  0.194
H  0.195  -1.183  3.240  0.209
H  -3.175  0.857  1.629  0.177
H  -3.260  2.180  0.304  0.209
H  -0.958  2.597  -0.771  0.219

Summary:
Orbital gap: 9.384 eV
Total charge: +2
Spin multiplicity: 1
Structure (SMILES): C=CC[C@]1([NH3+])C(=[NH2+])N=C(N)NC1=O
HOMO: -17.521 eV
ΔE to the lowest compared entry with this formula, charge and spin: 1.076 eV
LUMO: -8.14 eV
Electronic energy: -16950.5763 eV

[6]
The following is a DFT calculation (ωB97M-V/def2-TZVPD) of C7H13NO as an isolated structure.

Last column: Löwdin charge in e.
Cartesian coordinates (Å):
C  0.877  -2.300  0.453  -0.040
C  0.719  -0.892  -0.059  -0.476
C  1.423  0.145  0.739  -0.218
N  1.447  0.107  2.009  0.116
O  0.889  -0.806  -1.392  -0.029
H  1.949  0.900  2.405  0.054
H  1.873  0.941  0.138  0.127
H  1.929  -2.582  0.381  0.095
H  0.574  -2.374  1.494  0.081
H  0.297  -2.988  -0.159  0.086
C  -1.256  -0.602  0.315  0.000
C  -0.936  1.230  -1.994  -0.043
C  -0.942  1.482  -0.679  -0.244
C  -0.811  2.322  0.326  0.011
H  -0.247  1.759  -2.643  0.086
H  -2.184  -0.075  0.115  0.045
H  -1.434  -1.570  -0.143  0.044
H  -1.157  -0.663  1.394  0.048
H  -1.715  0.638  -2.458  0.077
H  0.338  -0.039  -1.763  0.056
H  -0.497  2.016  1.312  0.054
H  -1.134  3.350  0.208  0.071

Summary:
Orbital gap: 8.996 eV
Total charge: 0
Spin multiplicity: 1
HOMO: -8.429 eV
ΔE to the lowest compared entry with this formula, charge and spin: 5.806 eV
LUMO: 0.57 eV
Electronic energy: -11001.9466 eV